(1)
DFT (ωB97M-V with the def2-TZVPD basis set) results for a molecular structure, C11H13F19O5SSi2 in a non-equilibrium geometry.

Last column: Mulliken charge in e.
Positions of all 51 atoms, in Å:
O 2.824 -2.971 -1.461  -0.667
S 1.848 -2.166 -2.130  1.014
O 2.325 -1.034 -2.872  -0.553
Si 0.673 -3.413 -3.563  0.416
O 0.891 -2.756 -5.032  -0.122
Si 2.300 -3.123 -5.878  0.460
C 0.724 -1.461 -0.786  0.669
F 1.000 -0.173 -0.647  -0.214
F 0.926 -2.099 0.361  -0.197
F -0.557 -1.610 -1.156  -0.236
H -0.738 -3.288 -3.173  -0.129
H 1.081 -4.820 -3.452  -0.078
H 2.535 -2.030 -6.835  -0.115
H 2.091 -4.365 -6.646  -0.124
H 3.446 -3.243 -4.961  -0.094
C -0.659 -1.448 3.214  -0.524
C -1.249 -0.513 4.282  0.846
C -0.791 -0.699 5.730  0.099
F -1.114 -1.919 6.204  -0.226
F -1.410 0.228 6.498  -0.265
F -2.597 -0.524 4.211  -0.277
F -0.837 0.742 3.942  -0.327
O -1.427 -2.560 2.786  -0.380
C -1.382 -3.778 3.418  0.786
C -2.743 -4.180 3.995  0.204
F -3.195 -3.255 4.862  -0.218
F -2.602 -5.354 4.652  -0.266
F -0.405 -3.847 4.343  -0.294
F -1.099 -4.699 2.469  -0.295
H -0.597 -0.831 2.319  0.213
H 0.366 -1.735 3.449  0.373
H 0.290 -0.553 5.811  0.289
H -3.468 -4.300 3.188  0.242
C -1.022 4.113 -0.823  -0.790
C -0.295 5.361 -0.298  0.895
C -0.041 6.506 -1.280  0.086
F 0.746 6.122 -2.304  -0.218
F 0.585 7.509 -0.620  -0.265
F 0.853 5.005 0.316  -0.261
F -1.116 5.894 0.652  -0.326
O -0.253 2.975 -1.172  -0.299
C 0.274 2.789 -2.430  0.734
C 1.804 2.760 -2.410  0.423
F 2.298 3.896 -1.880  -0.254
F 2.264 2.649 -3.676  -0.266
F -0.220 3.688 -3.306  -0.310
F -0.149 1.573 -2.839  -0.272
H -1.607 3.767 0.027  0.409
H -1.741 4.367 -1.602  0.314
H -0.988 6.887 -1.675  0.285
H 2.157 1.911 -1.821  0.104

Summary:
DFT total energy: -3677.82031 Eh
HOMO: -10.97 eV
LUMO level: -0.0035 Ha

---

(2)
DFT (ωB97M-V with the def2-TZVPD basis set) results for C11H13FO in the gas phase in a non-equilibrium geometry.

Last column: Mulliken charge in e.
Positions of all 26 atoms, in Å:
C 3.517 -0.327 1.444  -0.627
C 2.926 -0.611 0.206  -0.469
C 2.673 -0.078 2.516  -0.319
C 1.535 -0.787 0.081  -0.463
C 1.302 -0.178 2.353  -0.543
C 0.764 -0.514 1.137  0.928
C -2.727 -0.280 -0.226  -1.123
C -1.622 0.336 -1.071  1.704
C -1.364 -0.748 -0.021  0.488
C -1.670 0.062 -2.546  -1.485
C -1.292 1.715 -0.658  -1.959
O -0.614 -0.325 1.205  -0.426
F -1.134 -2.026 -0.355  -0.317
H 4.560 -0.314 1.545  0.444
H 3.687 -0.665 -0.625  0.266
H 3.039 0.279 3.482  0.336
H 1.001 -1.104 -0.865  0.272
H 0.702 0.019 3.211  0.398
H -3.386 0.377 0.515  0.205
H -3.367 -0.827 -0.821  0.404
H -2.762 0.154 -2.951  0.281
H -1.042 -0.877 -2.651  0.316
H -1.186 0.751 -3.227  0.374
H -0.305 1.916 -1.106  0.388
H -1.197 1.702 0.381  0.445
H -2.037 2.349 -0.951  0.480

Summary:
DFT total energy: -601.96089 Eh
HOMO: -8.75 eV
LUMO level: 0.0318 Ha

---

(3)
DFT (ωB97M-V with the def2-TZVPD basis set) results for a molecular structure, C11H13MnN4O5 in a non-equilibrium geometry.

Last column: Mulliken charge in e.
Positions of all 34 atoms, in Å:
O 3.914 -2.066 1.258  -0.049
C 3.421 -1.614 0.337  0.250
Mn 1.746 0.890 0.208  0.104
O 3.070 0.208 2.786  -0.181
C 2.454 0.437 1.791  0.308
C 1.475 2.686 0.394  0.231
O 1.322 3.773 0.791  -0.138
C 2.231 0.729 -1.666  0.209
O 2.464 1.281 -2.707  -0.266
C 3.490 1.466 0.159  0.356
O 4.551 1.960 0.111  -0.144
H 2.610 -0.335 -0.922  0.323
C -0.713 0.076 1.346  -0.727
N -0.069 0.132 -0.063  0.982
C -0.955 1.015 -0.915  -0.689
N -2.323 0.463 -0.989  0.079
C -2.876 0.374 0.384  -0.801
N -2.064 -0.482 1.276  0.089
C -1.990 -1.840 0.667  -0.829
N -1.456 -1.807 -0.684  0.149
C -0.097 -1.288 -0.641  -0.618
C -2.264 -0.926 -1.530  -0.743
H -0.782 1.111 1.725  0.354
H -0.080 -0.559 1.990  0.364
H -0.555 1.055 -1.934  0.290
H -1.031 2.019 -0.471  0.335
H -3.870 -0.087 0.309  0.375
H -2.931 1.385 0.811  0.348
H -1.353 -2.468 1.305  0.330
H -3.011 -2.228 0.637  0.360
H 0.280 -1.230 -1.667  0.333
H 0.521 -1.938 -0.007  0.295
H -3.291 -1.307 -1.546  0.369
H -1.842 -0.887 -2.542  0.350

Summary:
<S²>: 6.08
Net charge: +2
2S+1: 5
DFT total energy: -2172.28353 Eh
HOMO (alpha / beta): -15.98 / -15.94 eV
LUMO level (alpha / beta): -0.3412 / -0.4358 Ha

---

(4)
DFT (ωB97M-V with the def2-TZVPD basis set) results for a molecular structure, C11H13N in a non-equilibrium geometry.

Last column: Mulliken charge in e.
Positions of all 25 atoms, in Å:
C -0.601 -1.518 -0.291  -0.265
C -0.386 -0.769 1.013  0.178
C 0.899 -1.351 1.643  -1.115
C 1.625 -1.418 0.260  -0.471
C 0.732 -1.117 -0.919  -0.334
C 0.412 0.395 -0.906  0.529
C 0.926 1.571 -1.531  -0.908
C 0.347 2.891 -1.121  -0.470
C -0.536 3.028 -0.069  -0.257
C -0.697 1.922 0.792  -0.996
C -0.327 0.556 0.331  0.256
H -2.585 -2.188 -1.211  0.319
H -2.864 -0.680 0.119  0.325
H -0.665 -2.509 0.083  0.415
H -1.558 -0.896 1.360  0.060
H 0.543 -2.292 2.201  0.290
H 1.314 -0.849 2.433  0.470
H 2.093 -2.468 0.287  0.325
H 2.586 -0.757 0.033  0.317
H 1.155 -1.492 -1.815  0.578
H 1.439 1.587 -2.476  0.400
H 0.777 3.759 -1.548  0.396
H -1.303 3.712 0.517  0.177
H -1.319 1.976 1.612  0.432
N -2.006 -1.095 -0.799  -0.650

Summary:
DFT total energy: -481.46557 Eh
HOMO: -8.30 eV
LUMO level: 0.0279 Ha